{
  "formula": "C14H32AsF6O22S6",
  "method": "ωB97M-V/def2-TZVPD",
  "elements": ["As", "F", "F", "F", "F", "F", "F", "O", "S", "O", "O", "C", "C", "C", "H", "H", "H", "H", "H", "H", "H", "H", "O", "S", "O", "O", "C", "C", "C", "H", "H", "H", "H", "H", "H", "H", "H", "C", "C", "O", "S", "O", "O", "O", "H", "H", "H", "H", "C", "C", "O", "S", "O", "O", "O", "H", "H", "H", "H", "C", "C", "O", "S", "O", "O", "O", "H", "H", "H", "H", "C", "C", "O", "S", "O", "O", "O", "H", "H", "H", "H"],
  "coordinates": [[0.9925, 0.9333, 0.2869], [1.7467, 2.4091, -0.2727], [0.0045, 1.7730, 1.4645], [0.2864, -0.6005, 0.7672], [1.8867, -0.0579, -0.8535], [2.2240, 0.7222, 1.5212], [-0.2811, 1.1768, -0.8900], [-1.6501, 4.8486, -2.2514], [-0.5332, 4.8917, -3.1664], [-0.4169, 3.9424, -4.2422], [-0.5959, 6.3943, -3.8013], [-0.4815, 6.5643, -5.2193], [0.5975, 7.5383, -5.5796], [0.9716, 4.9479, -2.2026], [-1.4532, 6.9937, -5.4879], [-0.4571, 5.6539, -5.8187], [0.6020, 8.4047, -4.9205], [0.4482, 7.8425, -6.6210], [1.6246, 7.1684, -5.6563], [1.8099, 4.9939, -2.8969], [0.9469, 4.0594, -1.5726], [1.0531, 5.8545, -1.6075], [-2.0702, -4.6667, 5.0019], [-0.8893, -3.9585, 5.4594], [0.4119, -4.5647, 5.5639], [-0.6551, -2.7002, 4.4974], [-1.4999, -2.4816, 3.3276], [-2.8808, -1.9811, 3.7086], [-1.2036, -3.0657, 6.9950], [-1.5104, -3.4657, 2.8626], [-1.1377, -1.7613, 2.5967], [-2.7430, -0.9722, 4.1096], [-3.4115, -2.5549, 4.4681], [-3.5648, -1.9280, 2.8624], [-0.5759, -2.1816, 7.0071], [-0.8236, -3.8235, 7.6827], [-2.2554, -2.8431, 7.1333], [2.0346, -3.1957, -1.3866], [1.1801, -3.8680, -0.3618], [2.0951, -4.7322, 0.3015], [3.0585, -5.4288, -0.8210], [2.5101, -6.6798, -1.2449], [4.4080, -5.3725, -0.3794], [2.7825, -4.2853, -1.9739], [2.7592, -2.4907, -0.9800], [1.4670, -2.7458, -2.1975], [0.4005, -4.4346, -0.8816], [0.7338, -3.2523, 0.4140], [-3.0746, -2.4489, -1.7802], [-2.3283, -1.8600, -0.5917], [-1.8066, -2.9974, 0.0192], [-2.9584, -4.1614, 0.0861], [-3.8456, -3.9307, 1.1747], [-2.3588, -5.4562, 0.0211], [-3.6522, -3.6498, -1.3236], [-2.4254, -2.6130, -2.6406], [-3.7930, -1.6920, -2.1034], [-2.9946, -1.2616, 0.0395], [-1.5612, -1.1527, -0.9000], [-1.0992, 0.8921, -4.3506], [0.3030, 0.9742, -4.9953], [0.7436, -0.3853, -4.7993], [-0.4192, -1.4512, -4.9741], [-0.2028, -2.4328, -3.9644], [-0.5938, -1.8669, -6.3321], [-1.6015, -0.4130, -4.5684], [-1.7087, 1.6351, -4.8633], [-1.0411, 1.0785, -3.2793], [0.9536, 1.6248, -4.4197], [0.4370, 1.1477, -6.0632], [2.4441, 2.5094, 3.9869], [1.8665, 1.2725, 4.6730], [1.6556, 1.7287, 6.0292], [2.9606, 2.5566, 6.4358], [4.1173, 1.7094, 6.4793], [2.6699, 3.4252, 7.5367], [2.9277, 3.3552, 5.0342], [1.6844, 3.1285, 3.5070], [3.1735, 2.2534, 3.2215], [2.6456, 0.5141, 4.7384], [0.9369, 0.9479, 4.2220]],
  "homo_ev": -8.76,
  "total_energy_ha": -7432.147434,
  "multiplicity": 1,
  "e_lumo_ev": 1.77,
  "max_force_ev_per_a": 2.205,
  "homo_lumo_gap_ha": 0.3870,
  "charge": -1,
  "e_above_lowest_ev": 0.0000
}